[1]
DFT (the ωB97M-V functional and the def2-TZVPD basis) results for a structure of composition C8H18Cl2GdN2O3P.

ORCA input file:
```
! wB97M-V def2-TZVPD RIJCOSX def2/J DEFGRID3
* xyz 2 8
C 0.48824 -3.20029 -1.33271
C -0.27322 -2.04736 -0.90280
H -0.16581 -4.01215 -1.69997
H 1.11599 -3.53350 -0.48748
H 1.18071 -2.87371 -2.12723
O -1.34250 -1.81494 -0.43622
Cl 2.29513 -0.79834 -0.43885
Gd 0.34948 0.52771 0.55102
P -0.09419 0.68511 -2.40174
C -1.60428 1.32446 -3.19359
C 1.04502 2.10187 -2.71990
H 1.47656 -0.82187 -3.43312
H 0.50992 0.05615 -4.65647
H -0.20776 -1.32013 -3.77823
C 0.47329 -0.46691 -3.69165
H 2.01765 1.92702 -2.23765
H 1.18585 2.20709 -3.80525
H -1.41235 1.54451 -4.25205
H -1.91414 2.24054 -2.67924
H 0.60965 3.02257 -2.31059
H -2.41100 0.58714 -3.12167
C -2.10053 0.85453 -0.12490
O -3.23845 0.94546 -0.27505
Cl 0.79994 2.93052 1.04527
C -0.89861 -1.73486 4.79625
N 0.33042 -0.93464 4.81267
C 0.78682 -0.26283 3.75380
N 1.87343 0.53644 3.92688
O 0.24848 -0.35555 2.58458
H -1.28481 -1.81045 3.77638
H -1.65793 -1.27094 5.43931
H -0.69356 -2.74207 5.17631
H 0.80467 -0.75788 5.69495
H 2.17293 1.11993 3.16040
H 2.29249 0.64738 4.84463
*
```

The expectation value of S² is 16.04. The lowest unoccupied orbital energy (alpha / beta) comes out at -9.77 / -10.05 eV. As for the frontier orbital gap (alpha / beta): 6.47 / 6.17 eV.

[2]
DFT (the ωB97M-V functional and the def2-TZVPD basis) results for a structure of composition C8H18ClIN2NdOPS.

ORCA input file:
```
! wB97M-V def2-TZVPD RIJCOSX def2/J DEFGRID3
* xyz 2 4
C 0.74980 0.06537 -2.19324
I -1.71921 1.66824 -1.38294
H 0.56722 -0.40459 -1.23032
H 1.70057 0.59403 -2.13997
H 0.85212 -0.74162 -2.94033
Nd 0.48644 0.63070 2.77574
P -0.98205 -1.97079 -0.01177
C -2.12530 -2.13696 -1.44946
C -0.08219 -3.53620 -0.31299
H -1.66848 -2.62770 2.22868
H -2.50984 -3.62555 0.99158
H -3.00739 -1.90991 1.27893
C -2.16620 -2.61062 1.24909
H 0.65307 -3.62843 0.49410
H -0.74928 -4.40725 -0.33333
H -2.51242 -3.16449 -1.51116
H -1.61654 -1.89796 -2.39121
H 0.43631 -3.43837 -1.27301
H -2.95205 -1.42921 -1.33393
C -0.25851 1.00243 -2.76150
O -0.36011 1.42894 -3.88870
Cl 1.85406 -1.47106 2.67282
S 1.78009 1.81770 0.82017
C 0.81123 3.12266 1.39439
N 0.38731 4.14400 0.66733
C -0.66198 4.95615 1.31471
C -0.66369 4.43955 2.72798
N 0.20184 3.18221 2.67834
H 0.64877 4.23620 -0.31087
H -1.63338 4.81853 0.81098
H -0.37493 6.01873 1.24312
H -1.66120 4.16415 3.06951
H -0.22921 5.14056 3.45088
H 0.95212 3.30601 3.37718
*
```

The expectation value of S² is 3.75. The lowest unoccupied orbital energy (alpha / beta) comes out at -8.39 / -8.22 eV. The relative energy (zero: lowest compared OMol25 entry of this formula, charge and spin) comes out at 18.32 kcal/mol. As for the frontier orbital gap (alpha / beta): 6.17 / 6.34 eV.

[3]
DFT (the ωB97M-V functional and the def2-TZVPD basis) results for a structure of composition C8H18IN9O2Ru.

ORCA input file:
```
! wB97M-V def2-TZVPD RIJCOSX def2/J DEFGRID3
* xyz 2 1
Ru -0.25596 -0.24052 0.47903
N 1.87693 0.04181 0.47413
C 2.16021 1.48412 0.66022
C 3.57206 1.94587 0.30628
C 4.07107 1.76006 -1.13098
C 3.43121 2.64552 -2.20533
N 3.42027 4.06667 -1.87384
C 4.28997 4.98275 -2.28260
N 5.41038 4.64139 -2.91749
N 4.04172 6.27086 -2.04738
C 1.04257 2.24993 -0.02767
O 1.12406 3.38790 -0.39438
O -0.08793 1.54135 -0.15024
H 2.30604 -0.49530 1.22405
H 2.28527 -0.31356 -0.38821
H 2.00479 1.68300 1.72640
H 4.26193 1.42673 0.97477
H 3.63436 2.99998 0.58344
H 3.97181 0.72027 -1.45930
H 5.14757 1.94548 -1.11056
H 2.39361 2.36878 -2.38552
H 3.93974 2.50109 -3.15911
H 2.63385 4.36496 -1.30926
H 5.68803 3.68202 -3.01911
H 6.00244 5.34002 -3.33442
H 3.14474 6.57326 -1.70648
H 4.72616 6.98132 -2.24419
N -2.15284 -0.46760 0.46411
C -3.31954 -0.69676 0.45183
N -4.54996 -0.82403 0.47684
C -5.26900 -1.56881 -0.35403
N -5.89772 -2.20701 -1.08143
N 1.34857 -2.73812 0.04823
N 0.04063 -2.18574 -0.18595
H 1.40480 -3.65116 -0.39762
H 1.42947 -2.88279 1.05182
H -0.70040 -2.77388 0.20231
H -0.10644 -2.17527 -1.19563
I -0.00044 -0.89577 2.92943
*
```

The lowest unoccupied orbital energy (alpha / beta) comes out at -9.07 / -9.08 eV. The relative energy (zero: lowest compared OMol25 entry of this formula, charge and spin) comes out at 0.00 kcal/mol. As for the frontier orbital gap (alpha / beta): 5.60 / 5.58 eV.

[4]
DFT (the ωB97M-V functional and the def2-TZVPD basis) results for the molecule C8H18INO.

ORCA input file:
```
! wB97M-V def2-TZVPD RIJCOSX def2/J DEFGRID3
* xyz 0 1
C -0.74284 -2.26713 1.66258
C 1.44239 -0.80908 1.31434
C -1.03186 1.96156 -1.41843
C 0.02666 -1.13141 -1.29130
C 1.82821 2.43783 -0.77523
C -0.15067 -0.87621 1.25899
C -0.20938 1.18105 -0.32545
C -0.64627 -0.28716 -0.11596
N -2.16246 -0.52049 -0.19539
O 1.20281 1.21043 -0.75539
I -3.45441 0.12163 1.22575
H -1.72198 -2.36063 1.39351
H -0.62372 -2.58110 2.75339
H -0.09738 -3.02932 1.10637
H 1.73893 -1.39246 0.51414
H 1.73151 0.16537 1.14586
H 2.03848 -1.20612 2.20576
H -0.32901 2.33758 -2.14224
H -1.51770 2.90783 -0.84365
H -1.84184 1.41546 -1.83361
H 0.98066 -0.79634 -1.62114
H -0.68101 -1.18046 -2.21766
H 0.13417 -2.23667 -1.05113
H 2.89931 2.29191 -0.71149
H 1.54710 3.14846 -0.05084
H 1.65199 2.96447 -1.75423
H -0.66483 -0.29000 2.03500
H -0.36036 1.52434 0.74953
H -2.42616 0.01681 -0.95166
*
```

The lowest unoccupied orbital energy comes out at 0.17 eV. As for the frontier orbital gap: 8.98 eV. The SMILES is CO[C@@H](C)[C@](C)(NI)C(C)C.

[5]
DFT (the ωB97M-V functional and the def2-TZVPD basis) results for a cluster of 2 separate species, C8H18N2OPS in total.

ORCA input file:
```
! wB97M-V def2-TZVPD RIJCOSX def2/J DEFGRID3
* xyz 1 1
C 1.34353 2.43979 0.30171
C 0.21385 2.81585 -0.31424
C 1.54443 0.35510 -1.07435
C 0.61667 1.05107 -1.98255
C 1.97212 1.07216 0.14949
C -0.48091 1.74586 -1.09931
C -2.03508 -3.36077 -0.52431
C 1.90042 0.17207 1.54026
N -1.42852 -2.07532 -0.32574
N 0.55245 -0.32754 1.72538
O -1.10483 0.66625 -0.24144
P -0.83174 0.75123 1.39250
S -2.25392 -0.61935 2.21225
H 1.84348 2.97023 1.13326
H -0.34937 3.79056 -0.37441
H 1.22093 -0.54446 -0.75638
H 2.45403 0.08891 -1.71709
H 1.14466 1.79134 -2.53902
H 0.26594 0.35804 -2.80821
H 2.98437 1.33906 0.09272
H -1.27805 1.84960 -1.74830
H -2.90337 -3.22752 -1.19969
H -1.42370 -4.14433 -1.02745
H -2.49353 -3.79772 0.48888
H 2.14134 0.85497 2.33579
H 2.63565 -0.62312 1.55944
H -0.67717 -1.94160 0.33292
H 0.51669 -0.57958 2.64518
H -0.96616 -1.70896 -1.21777
H -2.29076 -1.54249 0.04475
H -2.83342 0.38066 2.99575
*
```

The lowest unoccupied orbital energy comes out at -2.96 eV. The relative energy (zero: lowest compared OMol25 entry of this formula, charge and spin) comes out at 37.80 kcal/mol. As for the frontier orbital gap: 8.47 eV.

[6]
DFT (the ωB97M-V functional and the def2-TZVPD basis) results for the molecule C8H18N2S4.

ORCA input file:
```
! wB97M-V def2-TZVPD RIJCOSX def2/J DEFGRID3
* xyz 0 1
C 2.14214 1.26315 0.73971
C 3.55417 0.89578 0.87514
C 1.39295 -1.94185 -0.71378
C 0.37389 -3.15874 -0.54708
C -0.88553 -3.22475 -0.10400
C -1.59743 -2.05415 0.66695
C -3.21906 1.23783 -0.19663
C -1.74415 1.48865 -0.06819
H 2.01627 1.19920 -1.19679
H 0.76333 2.07605 -0.59505
H 1.86515 1.88095 1.55105
H 1.60897 0.37601 1.09630
H 3.44990 0.48343 1.93223
H 4.17950 1.77272 0.76068
H 1.69234 -2.22197 -1.80376
H 0.96356 -1.00286 -0.88847
H 0.76773 -4.07651 -0.96340
H -1.51509 -4.06907 -0.06680
H -0.88569 -1.20534 0.82031
H -1.99602 -2.42298 1.70886
H -3.85233 2.11002 0.08281
H -3.51357 1.12434 -1.33125
H -1.56628 1.30761 1.00380
H -1.47563 0.70700 -0.79302
H -1.33159 3.77844 -0.19604
H -1.27865 2.78348 -1.54147
N 1.78108 1.93177 -0.50576
N -1.13634 2.83879 -0.51887
S 3.97866 -0.41370 -0.26702
S 2.55909 -1.68195 0.60846
S -3.00842 -1.62570 -0.30998
S -4.08293 -0.15565 0.76105
*
```

The lowest unoccupied orbital energy comes out at 0.29 eV. The relative energy (zero: lowest compared OMol25 entry of this formula, charge and spin) comes out at 73.51 kcal/mol. As for the frontier orbital gap: 8.55 eV. The SMILES is NCCSSC/C=C\CSSCCN.

Number 1: E_tot -2677.77200 hartree. Number 2: E_tot -2558.68386 hartree. Number 3: E_tot -1350.94779 hartree. Number 4: E_tot -743.19137 hartree. Number 5: E_tot -1239.62264 hartree. Number 6: E_tot -2017.76052 hartree.